Record 1
Molecular formula: C3H3O3S2
Method: DFT, the ωB97M-V functional and the def2-TZVPD basis

```
11
Properties=species:S:1:pos:R:3:forces:R:3:mulliken_charge:R:1
C -2.485 0.171 -0.269 1.19 -0.65 0.03 0.628
C 0.549 0.001 0.704 0.61 3.88 -4.11 -0.004
C 1.402 0.983 -0.173 -1.58 -7.56 4.58 -0.133
O -2.685 -1.003 -0.169 -0.45 -1.04 0.21 -0.547
O -2.704 1.117 -0.946 -0.53 1.32 -0.47 -0.536
O 2.680 0.552 -0.479 -0.28 -1.00 -0.64 -0.474
S -1.008 0.708 1.241 0.90 -0.22 0.31 -0.388
S 0.799 -1.796 0.569 -0.05 0.54 0.07 -0.369
H 1.149 1.995 -0.086 0.19 1.43 -0.25 0.377
H 2.712 -0.478 -0.468 -0.61 2.48 0.02 0.297
H -0.409 -2.251 0.075 0.60 0.82 0.25 0.150
```
Forces are in eV/Å.

highest occupied orbital energy (spin up / spin down)	-3.42 / -3.42	eV
energy above the lowest of the compared OMol25 structures with the same formula, charge and spin	28.56	kcal/mol
SMILES string	O=C([O-])S/C(S)=C/O
total charge	-1
2S+1	1
gap between HOMO and LUMO (spin up / spin down)	6.559 / 6.561	eV

=====

Record 2
Molecular formula: C50H47N4O3P2S2V
Method: DFT, the ωB97M-V functional and the def2-TZVPD basis

```
109
Properties=species:S:1:pos:R:3:forces:R:3:mulliken_spin:R:1
V 0.237 -0.005 -0.336 0.79 -0.77 2.80 1.978
C 3.694 0.319 1.302 -0.10 -0.13 0.11 -0.019
N 3.122 0.097 2.606 0.14 0.06 0.10 -0.005
C 1.970 -0.741 2.716 -0.02 0.18 -0.17 -0.014
P 0.470 0.149 2.048 0.24 -0.07 1.22 -0.168
C 0.685 1.838 2.654 -0.11 0.06 -0.08 -0.011
C 0.499 2.151 4.000 -0.02 0.01 0.03 -0.006
C 0.741 3.438 4.452 0.01 0.02 -0.01 0.001
C 1.166 4.422 3.568 -0.02 0.00 0.02 0.000
C 1.348 4.122 2.226 0.01 -0.03 -0.01 0.005
C 1.107 2.833 1.770 0.01 -0.02 0.04 0.024
C -0.883 -0.616 2.991 -0.02 0.06 -0.01 0.007
C -1.966 0.127 3.457 -0.04 -0.02 -0.01 -0.004
C -2.934 -0.473 4.250 0.01 -0.01 -0.02 0.002
C -2.833 -1.819 4.575 -0.01 -0.01 0.01 -0.004
C -1.776 -2.575 4.086 0.01 0.01 -0.02 0.005
C -0.805 -1.977 3.295 -0.01 -0.01 -0.01 0.006
C 3.771 0.651 3.733 -0.15 -0.15 -0.24 0.001
C 3.195 0.620 5.003 -0.08 -0.03 0.16 -0.001
C 3.861 1.158 6.094 -0.11 -0.05 0.01 0.000
C 5.109 1.743 5.951 0.02 0.01 0.01 0.000
C 5.680 1.783 4.691 0.01 -0.01 -0.14 0.000
C 5.024 1.244 3.590 0.20 0.12 0.03 0.000
P 2.684 -0.249 -0.143 1.27 -0.40 0.55 0.003
C 3.570 0.628 -1.473 -0.17 0.00 -0.11 -0.004
C 3.860 1.990 -1.364 -0.01 -0.03 0.00 0.000
C 4.501 2.656 -2.396 -0.01 -0.01 0.00 0.003
C 4.848 1.973 -3.555 0.01 0.03 -0.01 -0.004
C 4.534 0.630 -3.687 -0.03 -0.04 0.02 0.002
C 3.889 -0.040 -2.656 0.00 0.01 -0.02 -0.005
C 3.212 -1.986 -0.312 0.01 -0.01 -0.06 -0.024
C 2.313 -3.041 -0.208 -0.01 0.00 -0.02 0.045
C 2.745 -4.358 -0.311 0.00 0.02 0.01 0.008
C 4.087 -4.628 -0.523 0.01 -0.01 0.00 0.000
C 4.997 -3.582 -0.629 -0.01 0.03 0.01 0.001
C 4.565 -2.271 -0.523 0.01 -0.03 0.05 -0.001
H 4.650 -0.203 1.179 0.09 0.04 -0.01 -0.001
H 3.895 1.379 1.160 -0.04 0.15 -0.02 -0.002
H 1.777 -1.019 3.745 0.01 -0.01 0.07 -0.004
H 2.102 -1.669 2.152 -0.02 -0.12 0.05 -0.009
H 0.160 1.396 4.697 0.01 0.01 -0.01 0.001
H 0.598 3.673 5.499 0.01 0.00 -0.03 0.000
H 1.350 5.427 3.927 0.00 -0.04 -0.01 0.000
H 1.670 4.890 1.534 -0.01 -0.04 0.03 0.000
H 1.249 2.612 0.720 -0.02 -0.01 -0.04 0.036
H -2.050 1.180 3.217 0.03 0.02 0.06 0.001
H -3.762 0.115 4.626 0.03 -0.01 -0.01 0.000
H -3.574 -2.279 5.216 0.01 0.01 -0.04 0.000
H -1.699 -3.627 4.330 0.00 0.04 -0.01 0.000
H 0.009 -2.583 2.912 0.02 0.01 0.07 -0.001
H 2.216 0.188 5.164 0.08 0.01 0.03 0.000
H 3.391 1.118 7.069 0.01 -0.02 -0.05 0.000
H 5.629 2.153 6.807 -0.02 0.00 -0.03 0.000
H 6.657 2.229 4.554 -0.04 -0.02 -0.01 0.000
H 5.516 1.280 2.627 0.00 0.00 0.06 0.001
H 3.567 2.553 -0.486 0.03 0.00 0.03 0.001
H 4.721 3.711 -2.299 0.01 -0.03 0.01 0.000
H 5.355 2.493 -4.358 -0.01 -0.01 0.02 0.000
H 4.790 0.097 -4.594 -0.01 0.01 0.04 0.000
H 3.641 -1.087 -2.775 0.03 0.00 0.00 0.000
H 1.261 -2.849 -0.044 -0.05 0.01 -0.01 -0.018
H 2.033 -5.169 -0.226 0.01 0.02 0.00 0.000
H 4.427 -5.652 -0.605 -0.01 0.03 0.00 0.000
H 6.046 -3.790 -0.794 -0.03 0.01 0.01 0.000
H 5.286 -1.468 -0.617 0.00 -0.01 -0.01 -0.001
S -1.128 -1.868 -0.088 -0.66 -0.57 -0.26 -0.059
C -2.342 -1.125 -1.028 0.22 0.07 0.41 0.019
N -3.224 -1.781 -1.721 -0.34 -0.21 -0.32 0.045
C -4.272 -1.056 -2.464 -0.01 -0.18 0.20 -0.003
C -3.697 0.200 -3.036 0.09 0.17 0.01 -0.002
N -3.092 0.996 -1.952 -0.28 0.00 -0.62 0.040
C -3.201 2.466 -2.117 -0.16 0.01 0.05 -0.004
C -4.629 2.911 -1.918 0.00 -0.09 0.00 0.005
C -5.213 2.817 -0.656 0.00 0.01 0.00 0.000
C -6.533 3.197 -0.471 -0.01 -0.02 -0.02 -0.001
C -7.277 3.673 -1.545 0.03 0.02 0.00 0.000
C -6.699 3.772 -2.802 0.02 -0.03 0.01 0.000
C -5.376 3.386 -2.990 0.01 0.02 0.01 0.000
C -2.429 0.399 -1.015 -0.02 -0.08 0.51 0.074
S -1.628 1.231 0.247 -0.81 0.39 -0.19 -0.057
C -3.225 -3.259 -1.876 -0.03 0.09 -0.09 0.004
C -2.890 -3.625 -3.300 0.02 0.11 -0.01 0.002
C -3.836 -4.228 -4.117 0.00 -0.06 -0.04 0.000
C -3.520 -4.542 -5.435 0.01 0.01 0.02 0.000
C -2.263 -4.240 -5.937 -0.01 -0.01 0.02 0.000
C -1.314 -3.631 -5.122 -0.03 0.01 0.03 0.000
C -1.626 -3.323 -3.807 -0.02 -0.01 -0.04 0.001
H -5.099 -0.837 -1.787 -0.04 -0.03 0.05 0.002
H -4.630 -1.702 -3.261 0.04 -0.06 -0.02 -0.001
H -4.484 0.793 -3.495 -0.01 0.07 0.03 0.001
H -2.924 -0.013 -3.777 0.04 0.02 -0.04 0.001
H -2.858 2.687 -3.128 0.02 -0.04 -0.03 0.001
H -2.526 2.937 -1.412 0.08 -0.01 0.06 0.004
H -4.629 2.461 0.189 -0.02 0.02 -0.04 0.002
H -6.983 3.127 0.512 0.02 0.02 -0.03 0.000
H -8.304 3.979 -1.397 0.03 -0.02 -0.01 0.000
H -7.275 4.147 -3.639 0.03 0.00 0.04 0.000
H -4.920 3.475 -3.972 -0.03 -0.01 0.04 0.000
H -4.218 -3.614 -1.601 -0.04 0.05 0.01 0.002
H -2.507 -3.672 -1.178 0.05 -0.01 0.10 -0.003
H -4.819 -4.471 -3.724 0.04 0.00 -0.02 0.000
H -4.256 -5.023 -6.065 0.02 0.02 0.01 0.000
H -2.020 -4.482 -6.964 0.00 0.00 0.04 0.000
H -0.330 -3.403 -5.512 -0.02 0.00 0.01 0.000
H -0.881 -2.854 -3.170 -0.01 -0.02 -0.01 0.001
O 0.931 1.593 -1.406 -0.61 -0.55 -0.82 0.034
N 0.445 0.725 -2.222 0.56 1.26 -2.93 0.011
O -0.384 0.984 -3.062 0.55 -0.13 0.32 0.091
O 0.886 -0.521 -2.059 -0.65 0.89 -0.86 -0.037
```
Forces are in eV/Å.

highest occupied orbital energy (spin up / spin down)	-11.85 / -11.85	eV
energy above the lowest of the compared OMol25 structures with the same formula, charge and spin	50.36	kcal/mol
total charge	+2
<S²>	2.0441
2S+1	3
gap between HOMO and LUMO (spin up / spin down)	5.027 / 4.784	eV

=====

> Which of these has the lowest energy above the lowest of the compared OMol25 structures with the same formula, charge and spin?

C3H3O3S2